Below is a 9-piece molecular cluster, C36H71NO16 overall, with properties calculated with ωB97M-V/def2-TZVPD.

```
124
Properties=species:S:1:pos:R:3:forces:R:3
C 5.603612 -0.027135 -1.224113 -2.1913 -0.4009 -1.7138
C 6.017904 0.313245 -2.684838 1.1148 -1.4512 0.9283
O 5.400932 -0.708070 -3.613265 -0.2799 1.2555 2.3825
C 5.538870 -0.506497 -4.912276 -0.2469 -0.8811 -0.2070
C 4.752954 -1.487404 -5.720995 -0.5030 -1.3914 0.4013
O 6.209670 0.351761 -5.375476 1.0047 1.5211 -0.8014
H 4.529377 0.211914 -1.092849 0.4230 0.3046 -0.0123
H 6.135421 0.494399 -0.441856 0.5057 -0.1123 -0.1037
H 5.535343 -1.109392 -1.123284 0.8288 0.0495 0.3610
H 5.802864 1.363762 -2.885845 -0.2385 -0.3757 -0.7332
H 7.109150 0.128335 -2.751112 -0.5637 0.4102 -0.2912
H 5.275222 -1.909478 -6.573281 0.2578 0.6220 -0.2381
H 3.818153 -1.029938 -6.025517 -0.0062 0.1094 -0.2006
H 4.484516 -2.375678 -5.136296 -0.0344 0.3367 0.2039
C 2.511451 1.443127 -6.025673 1.0059 0.8946 -0.9838
C 1.011974 1.490870 -6.034778 -0.6297 -1.4262 -0.2584
O 0.403214 2.234459 -4.982426 -0.2603 -1.3736 0.1002
C 0.645777 3.515385 -4.961960 -0.4896 1.0608 1.0652
C -0.138485 4.189637 -3.889427 -1.3187 0.1136 0.7622
O 1.367415 4.064536 -5.728097 0.9246 0.9990 -1.1297
H 2.894381 0.746246 -6.776209 -0.3448 -0.3927 0.2444
H 2.994196 1.252763 -5.069237 -0.2901 -0.1686 0.1497
H 2.918869 2.384060 -6.416556 -0.1628 -0.0330 0.4532
H 0.616765 1.787556 -7.011758 0.1924 0.4537 0.1723
H 0.571784 0.502293 -5.870219 0.2819 -0.0509 0.0056
H -0.367540 3.537606 -3.040739 0.3371 -0.1007 -0.1597
H -1.138303 4.434292 -4.283307 0.3215 -0.0041 -0.1505
H 0.278065 5.113261 -3.511632 0.3933 0.0861 -0.2321
C -2.288499 1.130228 5.095875 -1.0415 -0.2770 -0.2418
C -1.976665 2.131381 4.042931 1.4915 0.5359 -0.4428
O -2.066848 3.504351 4.573619 -0.7724 -3.1179 1.7291
C -1.963589 4.450524 3.721334 -0.3454 2.2108 -0.5806
C -2.389167 5.782886 4.315016 -0.2441 -0.2380 -0.1616
O -1.613256 4.287479 2.588406 0.3992 0.0470 -1.3528
H -1.880262 1.336974 6.074153 0.2410 0.0685 0.1505
H -1.943380 0.173296 4.706754 0.0773 -0.1261 0.2239
H -3.378255 1.060627 5.149097 0.0415 -0.1135 0.4617
H -0.940035 1.982167 3.686572 -0.6942 0.3009 0.1634
H -2.614253 1.957916 3.170466 0.0152 0.7003 0.3804
H -2.860615 5.637996 5.283965 0.2969 0.0448 0.1254
H -3.147032 6.223513 3.670107 0.1340 0.0372 -0.2200
H -1.542904 6.459430 4.365059 0.0661 0.0910 0.0820
C -5.374844 0.799674 1.847372 -0.5248 0.2647 1.3828
C -5.122449 -0.666233 2.138455 -0.1380 0.2042 -1.8706
O -6.333349 -1.447168 1.875238 0.3195 -0.2236 1.1008
C -6.494872 -2.008845 0.687101 -0.4759 0.7359 -1.3214
C -7.719155 -2.901366 0.608597 -0.3194 0.6509 1.4324
O -5.828170 -1.708902 -0.277063 0.2234 -0.4666 0.1486
H -5.622261 0.980275 0.807917 -0.0188 -0.0939 -0.1460
H -4.498579 1.383292 2.134854 0.1016 -0.1039 -0.2266
H -6.186014 1.169348 2.493136 0.0174 -0.0237 -0.3303
H -4.353315 -0.937611 1.409715 -0.0200 -0.5722 0.4598
H -4.835766 -0.900407 3.151113 0.0451 0.0437 0.2117
H -8.261747 -2.809337 -0.317484 0.3484 -0.0474 -0.5275
H -8.412520 -2.550139 1.391308 0.2564 -0.3212 -0.1412
H -7.467916 -3.932940 0.833707 0.0721 -0.1248 -0.1237
C -2.779600 -6.740268 0.603667 0.7673 -0.4887 0.3442
C -1.798302 -6.617797 1.758691 0.4687 -1.5246 -0.1251
O -1.030096 -5.443735 1.555752 0.6677 -0.8980 -0.4177
C -1.188388 -4.481430 2.423058 -0.3745 1.5391 -0.2100
C -0.219143 -3.381428 2.212929 0.0172 0.2286 -1.0667
O -2.096699 -4.412739 3.198320 -0.6004 -0.2417 1.0183
H -3.323929 -7.683863 0.643829 -0.2363 0.1763 0.1488
H -2.181468 -6.775072 -0.307590 -0.1551 0.1898 -0.1207
H -3.424511 -5.874336 0.592464 -0.3849 0.0652 -0.0869
H -2.192277 -6.710975 2.771343 -0.4667 0.6795 -0.2276
H -1.033272 -7.406906 1.753137 -0.2899 -0.1151 -0.4646
H -0.283630 -3.040537 1.169126 -0.3217 -0.0026 0.1925
H 0.802022 -3.731041 2.257020 0.1741 0.0218 0.6157
H -0.531640 -2.581010 2.860774 0.5245 0.3697 0.3124
C 3.878786 -4.727257 -1.498893 0.4029 -1.2162 -0.3529
C 3.744724 -3.434840 -0.783133 1.1653 1.2634 -0.7983
O 3.450457 -3.653234 0.592273 -0.8975 -2.0241 -1.5140
C 3.385511 -2.570845 1.293632 0.0329 -1.4754 1.5930
C 3.108626 -2.812957 2.694831 -0.1531 -0.5656 2.9811
O 3.643701 -1.509116 0.878680 0.5992 3.6855 -1.4420
H 4.197967 -5.493270 -0.784155 -0.0315 0.0102 -0.1798
H 4.655771 -4.669610 -2.265288 -0.0004 0.1273 0.0956
H 2.996672 -5.096081 -2.020620 -0.2611 0.1635 0.2923
H 4.693999 -2.881145 -0.796522 -0.0330 -0.3911 -0.0250
H 3.087266 -2.723759 -1.299701 -0.4697 -0.2800 0.5649
H 2.861562 -3.811583 3.063820 -0.1337 -0.1619 -0.8414
H 2.313516 -2.166007 3.050639 0.0828 0.3282 0.0031
H 4.012532 -2.606366 3.281244 -0.0839 0.4746 -0.2365
C -3.184369 -0.688874 -3.438887 0.4478 -0.4565 -1.7235
C -3.296004 -0.739929 -1.984556 0.4754 -0.2240 1.4465
O -3.135689 0.570811 -1.343915 1.0056 -1.8767 0.4720
C -4.086506 1.445826 -1.463404 -0.5830 1.5259 -1.0444
C -3.703106 2.743744 -0.782808 0.1187 -0.5017 0.6559
O -5.031178 1.308131 -2.200263 -0.6269 -0.0194 0.3411
H -3.943791 -0.090339 -3.926329 -0.0376 0.1399 0.0022
H -3.269503 -1.716085 -3.820217 -0.1315 0.1341 0.0714
H -2.182464 -0.379138 -3.731448 0.0099 0.3720 -0.1679
H -4.186544 -1.284553 -1.667989 -0.0889 0.6696 0.2799
H -2.425501 -1.280781 -1.595510 -0.2227 0.0420 0.1331
H -2.895829 3.169094 -1.379870 -0.0832 0.2121 0.0325
H -3.318682 2.561513 0.227684 0.0581 -0.0632 -0.2487
H -4.537627 3.419270 -0.683307 -0.2320 0.1664 -0.3351
C 1.644532 2.361708 4.230469 0.3765 -0.1051 0.1964
C 2.495550 3.609886 3.920970 -0.6090 -0.9273 -1.2646
O 3.734204 3.270081 3.205384 0.0593 0.1845 1.2566
C 3.663689 3.081387 1.891882 0.4282 -0.0952 -0.1890
C 5.004251 2.785521 1.239143 -0.4572 -0.0055 0.7945
O 2.638448 3.172745 1.279595 -0.8413 -0.0537 -0.5356
H 1.224667 2.432403 5.239466 -0.0887 0.0789 -0.1966
H 2.243138 1.448091 4.220110 0.2045 0.1333 0.0209
H 0.835172 2.194396 3.521407 0.2459 0.2742 -0.0036
H 1.918301 4.257257 3.254181 0.1574 0.1439 0.2822
H 2.751061 4.116116 4.837978 0.5422 0.1454 -0.0030
H 5.749972 3.429327 1.704779 0.1344 -0.0529 -0.2956
H 4.881605 2.931723 0.177527 0.1497 0.2541 -0.2267
H 5.290531 1.744543 1.394790 -0.0953 0.0194 0.2043
C 1.150136 0.048569 -0.104506 0.3009 -0.1074 -0.0576
C 0.518795 1.357428 -0.491608 0.0460 0.5015 0.9341
C -0.363997 1.942026 0.649926 1.0450 -0.6957 -0.5967
C -1.267943 0.963941 1.229561 -0.0175 1.1135 -0.7638
N -2.046795 0.294040 1.723213 -0.5019 -1.1378 0.4160
H 0.364130 -0.680027 0.104967 0.1996 -0.2625 -0.0462
H 1.805958 0.142378 0.759654 -0.1362 0.0409 0.1835
H 1.801252 -0.288966 -0.912307 -0.1521 -0.2800 -0.0232
H -0.022860 1.214043 -1.423552 -0.2011 0.3681 -0.0473
H 1.299110 2.116346 -0.565626 -0.0126 -0.0510 -0.6107
H -0.845698 2.837775 0.279344 -0.5017 0.0512 0.3364
H 0.311592 2.221453 1.460449 0.0222 0.2667 -0.1120
```
Positions in Å, forces in eV/Å.

Calculated values
* energy above the lowest of the compared OMol25 structures with the same formula, charge and spin: 0.000 eV
* SMILES: CCOC(C)=O.CCOC(C)=O.CCOC(C)=O.CCOC(C)=O.CCOC(C)=O.CCOC(C)=O.CCOC(C)=O.CCOC(C)=O.CCCC#N
* E_tot: -72734.0925 eV
* highest occupied orbital energy: -9.73 eV

These are the Mulliken partial charges, in e, on atoms 1 to 8: -0.381 -0.427 -0.202 0.717 -0.760 -0.580 -0.030 0.443